1.
This record from the Open Molecules 2025 dataset describes a structure of composition C14H17I2N4O2PtS3 at a distorted geometry. The level of theory is wB97M-V/def2-TZVPD.

HOMO-LUMO gap (spin up / spin down) = 6.87 / 3.77 eV
Net charge = +1
<S²> = 2.016
Multiplicity = 3
Highest occupied orbital energy (spin up / spin down) = -11.2 / -10.8 eV

Each line ends with the Mulliken charge.
Element x y z (Å)
H1 4.21 0.73 1.92  0.350
C1 2.74 -0.57 0.93  -0.467
H2 -0.09 1.51 5.22  0.441
H3 2.62 -1.81 -1.61  0.354
N1 -1.08 -0.12 -0.23  -0.209
C2 -1.35 -0.99 2.53  0.579
N2 2.29 -0.14 -0.40  0.247
H4 -1.97 -2.20 4.17  0.471
N3 2.98 1.71 0.51  -0.003
H5 -3.38 -0.25 -4.75  0.335
H6 3.14 2.70 0.61  0.236
C3 -0.44 0.82 4.47  -0.974
O1 -1.79 -1.93 1.68  -0.637
S1 -1.14 0.27 -4.08  0.016
H7 -3.37 -2.65 -4.22  0.390
H8 -2.17 -0.94 -5.85  0.417
I1 -2.60 3.28 -0.61  -0.058
C4 -1.49 -1.27 3.89  -0.692
H9 -1.66 -1.60 0.77  0.481
H10 1.52 -0.60 -2.28  0.284
H11 1.92 -1.06 1.46  0.255
I2 -0.33 4.08 -3.47  -0.211
H12 0.12 2.06 2.82  0.514
C5 -2.46 -2.08 -4.03  -0.569
H13 -1.59 -2.71 -4.26  0.314
H14 2.54 1.00 2.45  0.223
C6 -1.43 -0.28 -2.47  0.002
C7 -1.04 -0.38 4.84  -0.350
C8 1.82 -1.11 -1.37  -1.000
H15 0.98 -1.67 -0.96  0.342
O2 0.06 1.72 0.50  -1.122
C9 -0.75 0.23 2.14  0.448
N4 -0.92 0.36 -1.47  -0.694
H16 3.56 -1.29 0.83  0.454
C10 3.17 0.74 1.60  -0.495
C11 2.45 1.16 -0.56  0.086
S2 -2.42 -1.69 -2.26  -0.033
S3 2.04 2.05 -1.99  -0.421
C12 -0.30 1.11 3.13  -0.566
C13 -0.60 0.65 0.75  0.540
C14 -2.43 -0.78 -4.81  -0.661
H17 -1.16 -0.62 5.89  0.407
Pt1 -0.21 2.55 -1.41  1.975

=====

2.
This record from the Open Molecules 2025 dataset describes a cluster of 2 separate species, C5H13NO in total at a distorted geometry. The level of theory is wB97M-V/def2-TZVPD.

HOMO-LUMO gap = 9.43 eV
Net charge = 0
Highest occupied orbital energy = -8.6 eV
SMILES string = CC/C=C(/C)N.O

Each line ends with the Mulliken charge.
Element x y z (Å)
H1 2.40 1.19 -1.49  0.278
H2 2.29 -0.99 -0.57  0.252
O1 -1.07 2.26 0.01  -0.685
H3 -2.94 -0.84 0.26  0.363
H4 -2.23 0.08 -1.09  0.276
C1 1.74 -0.14 0.02  -0.267
H5 -0.05 -0.14 -1.51  0.249
H6 -1.87 1.80 0.33  0.341
C2 2.22 1.21 -0.43  -1.039
C3 -0.81 -0.88 0.25  0.450
H7 -0.77 -2.61 1.75  0.252
H8 1.51 2.07 -0.24  0.286
C4 0.20 -0.41 -0.48  -0.629
C5 -2.13 -0.90 -0.49  -1.056
H9 1.78 -0.25 1.11  0.334
H10 -0.40 1.54 0.13  0.337
N1 -0.75 -1.47 1.58  -0.551
H11 -2.30 -1.80 -1.24  0.282
H12 3.16 1.32 0.13  0.319
H13 0.03 -1.02 1.98  0.209

=====

3.
This record from the Open Molecules 2025 dataset describes the molecule C7H18N2Si at a distorted geometry. The level of theory is wB97M-V/def2-TZVPD.

HOMO-LUMO gap = 8.34 eV
Net charge = 0
Highest occupied orbital energy = -7.5 eV
SMILES string = C=C[Si@@](C)(NCC)N(C)C

Each line ends with the Mulliken charge.
Element x y z (Å)
C1 -1.11 -1.82 1.43  -0.891
H1 -0.47 0.01 -2.49  0.215
H2 2.66 1.14 -1.08  0.187
H3 -2.72 3.31 1.23  0.216
H4 0.98 1.10 -2.22  0.246
Si1 -0.25 0.68 -0.05  0.092
H5 2.80 -1.46 -0.80  0.281
N1 1.30 0.86 0.61  -0.001
C2 -1.98 -1.86 -0.84  -1.033
H6 -2.91 -1.52 -1.22  0.301
C3 -1.31 1.69 1.15  -0.076
C4 2.58 0.70 -0.03  -0.435
N2 -1.53 -1.02 0.30  -0.047
H7 -1.31 -1.91 -1.65  0.310
H8 -2.30 -2.88 -0.45  0.339
H9 -0.60 1.89 -2.22  0.351
C5 -1.93 2.77 0.63  -0.679
H10 3.41 1.29 0.47  0.300
H11 4.21 -0.98 -0.18  0.317
H12 -1.43 1.30 2.10  0.324
H13 -1.86 3.06 -0.41  0.167
C6 -0.08 0.96 -1.96  -0.991
C7 3.05 -0.80 0.03  -0.965
H14 -2.01 -2.53 1.77  0.318
H15 -0.77 -1.11 2.22  0.251
H16 -0.27 -2.45 1.18  0.316
H17 1.15 0.82 1.58  0.283
H18 2.72 -1.22 0.93  0.303

=====

4.
This record from the Open Molecules 2025 dataset describes a cluster of 30 separate species, C70H195N5O30 in total at a distorted geometry. The level of theory is wB97M-V/def2-TZVPD.

HOMO-LUMO gap = 8.29 eV
Net charge = 0
Highest occupied orbital energy = -7.9 eV

Each line ends with the Mulliken charge.
Element x y z (Å)
C1 17.78 -0.35 21.29  -0.932
H1 10.99 2.94 24.10  0.064
H2 12.57 7.76 21.90  0.146
H3 25.59 7.48 25.22  0.416
H4 12.96 9.74 28.52  0.318
C2 20.48 -1.97 29.41  -0.226
H5 17.95 7.00 27.45  -0.655
H6 15.87 -2.81 32.72  0.281
C3 15.59 1.99 25.10  1.680
O1 19.78 4.60 30.62  -0.570
H7 13.67 6.87 23.03  0.111
H8 17.13 3.99 31.58  0.170
C4 18.59 1.42 27.35  -0.663
O2 13.14 8.02 25.61  -0.297
H9 19.25 7.81 20.41  0.443
C5 16.63 8.90 25.05  0.122
C6 11.74 -0.93 30.12  -0.622
C7 15.57 -2.62 31.69  -0.557
H10 17.26 6.36 19.30  0.623
C8 11.14 -1.88 26.65  -1.186
O3 20.86 1.90 22.48  0.101
H11 12.60 6.01 26.02  -0.014
H12 23.47 2.34 30.09  0.142
C9 24.24 5.84 25.15  1.316
O4 16.79 4.73 32.10  -0.690
H13 21.90 5.60 21.60  -0.147
H14 23.73 5.21 23.03  0.146
O5 12.46 -0.20 29.23  -0.030
C10 10.97 3.66 28.62  0.008
O6 19.73 0.00 24.02  -0.529
H15 25.65 7.72 27.64  0.448
H16 23.92 4.32 28.06  0.087
H17 11.97 -1.96 29.96  0.147
H18 20.70 -1.42 25.07  0.195
N1 25.23 4.74 25.35  -0.044
H19 14.69 -1.51 23.32  0.158
H20 11.13 4.79 19.99  0.461
H21 14.16 4.83 22.09  -0.099
H22 14.89 1.20 24.78  -0.097
H23 13.18 6.76 32.51  0.336
C11 14.04 9.82 28.63  -0.925
H24 7.48 -5.49 26.42  0.326
H25 9.95 3.10 21.93  0.250
C12 13.39 5.71 32.27  -0.293
H26 22.09 2.07 26.66  0.075
C13 9.56 -4.87 26.70  1.540
H27 8.66 -6.77 26.61  0.435
H28 17.89 0.84 31.32  0.197
H29 16.24 4.70 24.92  -0.336
H30 18.67 0.18 20.96  0.112
C14 12.68 3.67 21.05  2.303
O7 9.61 5.18 25.18  -0.598
H31 15.32 1.52 31.55  -0.222
C15 16.06 -2.28 24.41  -0.349
H32 8.72 4.28 23.62  0.137
H33 12.83 4.14 23.08  -0.040
H34 21.43 -2.28 29.89  0.337
C16 19.74 5.64 23.15  0.104
C17 21.02 8.92 24.46  -0.299
H35 22.13 6.19 25.22  -0.328
H36 19.15 2.03 28.08  -0.445
O8 11.06 2.90 25.04  0.336
C18 11.21 -3.07 25.69  2.161
H37 17.53 -3.79 28.70  0.372
O9 17.53 -2.47 27.06  -0.362
N2 19.45 5.16 20.64  0.224
C19 16.82 1.33 25.67  -0.052
H38 19.18 8.10 22.13  -0.202
C20 19.83 -1.35 24.45  0.244
H39 17.97 -1.43 21.27  0.291
H40 23.54 6.97 23.24  0.126
H41 15.10 -0.74 31.45  0.234
H42 12.01 0.78 23.36  -0.640
H43 13.71 8.14 26.38  0.141
H44 20.13 6.31 23.89  0.248
H45 15.20 5.08 32.85  0.453
C21 12.71 0.68 22.55  -0.003
C22 14.92 2.82 26.11  -1.681
O10 10.79 2.91 22.32  -0.390
H46 17.95 4.21 28.77  -0.543
H47 19.46 7.88 27.75  0.394
H48 14.54 1.60 18.94  0.627
C23 14.03 1.83 19.89  0.894
H49 27.11 5.98 26.78  0.346
H50 18.82 0.10 23.62  -0.186
H51 15.92 -1.58 25.24  0.124
H52 12.53 -2.22 24.24  0.035
C24 25.72 4.43 26.69  2.244
H53 8.71 -5.94 25.06  0.404
C25 14.98 4.40 28.02  -1.183
C26 17.45 3.87 21.52  1.063
C27 10.85 -5.67 27.01  -1.260
H54 16.64 -0.37 22.88  -0.113
H55 24.32 6.61 27.89  0.180
H56 14.46 2.13 26.84  0.506
H57 9.52 2.36 28.40  0.294
H58 19.20 2.00 31.82  0.438
H59 10.67 -0.83 30.08  0.318
H60 22.83 2.12 22.83  -0.019
O11 17.73 4.26 27.85  1.188
H61 13.55 8.83 23.94  0.338
H62 17.20 6.72 22.39  -0.725
H63 13.63 1.23 22.83  -0.435
H64 16.55 3.38 21.11  -0.272
H65 12.18 1.04 19.14  0.357
H66 21.44 0.83 25.63  -0.862
O12 14.29 5.04 33.20  -0.560
H67 14.48 -2.85 31.48  0.199
H68 10.05 0.53 20.20  0.371
O13 13.84 8.95 23.01  -0.580
H69 12.06 -0.75 31.14  0.157
H70 13.69 2.27 31.24  -0.061
H71 16.62 6.74 32.10  0.612
H72 14.26 9.61 29.65  0.312
H73 12.45 5.13 32.40  0.208
H74 13.71 5.63 31.22  -0.076
N3 16.94 3.11 27.35  0.633
C28 13.61 7.74 22.36  -0.332
C29 18.52 7.58 28.18  0.240
C30 26.16 5.71 27.27  -1.637
C31 8.51 -5.82 26.15  -1.890
O14 15.59 -1.79 23.15  -0.617
H75 8.39 6.00 23.80  0.368
C32 16.99 5.98 31.46  -0.685
H76 18.84 3.99 25.70  0.608
H77 10.24 4.43 25.35  0.286
C33 15.78 3.83 26.83  2.949
H78 11.33 5.39 21.55  -0.269
H79 21.78 9.65 24.74  0.421
O15 24.17 0.42 29.40  -0.598
H80 22.77 5.66 26.83  -0.290
H81 19.63 -2.60 29.75  0.211
H82 11.91 -4.18 28.25  0.163
H83 24.14 2.92 26.94  -0.024
H84 8.85 -3.60 24.28  0.340
H85 15.69 2.46 24.18  -1.167
H86 19.94 -2.05 23.61  0.381
H87 11.66 6.87 24.82  0.141
H88 16.20 -3.26 31.05  0.169
C34 17.99 4.00 19.07  -2.030
H89 16.54 6.08 30.47  0.087
H90 12.65 5.76 20.45  0.319
H91 16.08 5.56 20.26  -0.213
H92 18.71 5.42 23.48  -0.604
C35 11.55 -2.64 24.27  -2.143
C36 16.25 11.36 21.26  -0.861
C37 10.69 0.30 21.08  -2.005
C38 23.31 1.24 30.22  -0.090
H93 17.39 9.75 23.41  0.259
H94 14.43 3.88 19.93  -0.331
H95 15.71 9.52 25.01  0.337
H96 14.57 3.56 28.60  0.509
H97 16.47 0.72 26.52  0.781
O16 8.85 -3.15 25.12  -0.470
O17 20.05 8.74 25.51  -0.328
H98 12.62 -4.68 25.30  0.412
H99 22.61 4.46 25.50  0.163
H100 17.07 8.88 26.03  -0.147
H101 16.21 7.88 24.79  0.039
O18 17.71 8.74 28.50  -0.592
C39 18.02 4.74 20.41  1.583
C40 14.33 1.77 31.98  0.095
H102 13.14 -0.17 19.96  0.570
H103 23.97 7.88 25.75  0.206
H104 12.97 3.38 18.94  0.532
C41 9.18 5.23 23.84  -0.258
O19 17.69 9.39 24.25  -0.526
H105 18.43 -2.14 27.08  0.050
H106 16.89 7.99 21.17  0.544
C42 8.97 -4.23 27.97  -1.779
C43 24.76 7.11 25.81  -1.138
H107 20.22 4.68 23.29  0.141
H108 18.62 7.05 29.08  0.336
H109 11.88 -1.21 26.25  0.263
H110 21.38 6.69 20.30  0.576
H111 14.09 4.93 27.61  -0.315
H112 21.12 3.37 29.41  -0.046
C44 24.16 6.07 23.55  -1.444
H113 20.70 1.05 23.00  0.338
H114 15.39 9.92 22.24  0.267
H115 17.21 2.36 29.65  -0.429
C45 21.28 6.50 21.39  -1.497
H116 11.91 3.61 28.10  -0.339
C46 17.09 5.95 20.30  -1.329
H117 16.88 5.68 26.35  -0.909
C47 12.19 7.00 25.76  -0.352
H118 18.04 3.11 22.02  -0.497
H119 11.49 7.35 26.51  0.546
H120 21.56 7.99 24.17  -0.237
H121 17.16 -2.14 29.13  0.104
H122 14.34 7.69 21.59  0.279
H123 27.39 3.40 27.56  0.453
H124 20.61 9.39 23.55  0.219
H125 14.44 2.33 32.89  0.400
H126 25.37 3.17 24.18  0.273
O20 22.16 0.12 27.37  -0.267
O21 20.27 4.05 20.60  -0.484
C48 18.57 1.64 31.00  -0.704
H127 21.56 7.47 21.83  0.219
H128 19.32 0.84 26.76  -0.416
H129 12.89 -5.51 27.57  0.287
O22 16.30 10.16 21.99  -0.390
O23 20.52 -2.02 27.94  -0.518
O24 14.75 8.94 27.79  -0.507
H130 14.15 10.86 28.39  0.329
H131 25.20 3.14 28.38  0.478
C49 13.54 3.27 19.85  -1.166
C50 26.93 3.45 26.59  -2.184
C51 16.07 5.07 25.93  -0.134
C52 18.98 7.33 21.38  -1.459
H132 19.98 3.44 21.28  0.361
C53 10.38 1.72 25.63  0.303
H133 23.26 0.99 25.82  0.514
H134 23.53 1.00 31.29  0.402
O25 15.93 -1.26 31.37  -0.347
H135 10.94 -0.76 20.98  0.404
C54 13.54 3.94 22.29  -0.049
C55 19.84 6.10 21.66  2.090
C56 24.66 3.67 27.56  -1.223
H136 18.37 3.01 19.15  0.208
C57 12.35 -3.99 26.14  -1.310
H137 10.86 -1.86 23.86  0.493
H138 19.32 1.21 30.33  -0.100
H139 22.18 2.64 21.28  0.296
H140 15.96 12.27 21.84  0.288
H141 21.26 5.25 29.47  0.128
H142 17.15 -2.30 24.32  0.131
H143 10.61 -6.32 27.86  0.542
H144 26.40 5.45 28.31  0.465
C58 22.87 5.51 25.71  -0.128
H145 17.92 3.13 24.43  -0.758
H146 19.21 3.79 30.69  -0.191
H147 11.33 -2.07 27.71  -0.381
H148 15.63 11.30 20.35  0.296
H149 17.23 11.59 20.87  0.293
O26 17.81 2.69 30.34  0.907
H150 11.41 -3.43 23.53  0.548
H151 13.51 0.57 33.41  0.259
H152 15.18 5.74 25.93  0.267
H153 19.44 2.39 25.11  -0.126
H154 17.04 -0.01 20.56  0.177
O27 24.65 3.52 24.76  -0.239
H155 9.27 1.86 25.54  0.402
H156 10.20 -1.38 26.60  0.607
H157 18.37 9.46 28.69  0.282
H158 10.59 1.65 26.68  -0.295
H159 14.05 3.34 25.67  -0.192
C59 11.97 1.16 21.26  1.929
O28 10.42 2.33 28.78  -0.585
H160 22.96 0.13 27.88  0.143
H161 21.15 -1.38 27.55  0.427
H162 17.90 0.78 27.94  0.404
H163 16.96 3.94 18.68  0.258
H164 21.79 4.20 30.81  0.457
C60 21.03 4.31 30.02  -0.255
C61 12.02 -4.82 27.40  -0.451
H165 18.01 6.25 31.35  0.257
C62 17.01 -2.89 28.33  -0.585
H166 9.97 5.59 23.19  -0.110
N4 9.98 -3.84 25.71  0.481
H167 10.31 4.37 28.09  0.353
O29 17.48 0.00 22.61  0.792
H168 15.95 -3.05 28.16  0.248
H169 17.36 0.76 24.92  -2.206
H170 12.97 -0.36 22.50  0.584
H171 12.22 0.70 29.10  0.013
C63 17.73 2.30 26.37  2.891
H172 20.32 -0.93 29.72  -0.164
H173 27.73 3.73 25.91  0.471
H174 26.67 2.43 26.33  0.394
H175 14.24 3.21 22.68  -0.369
N5 11.65 2.60 21.20  -0.163
H176 22.29 0.96 29.99  -0.139
H177 9.99 0.30 21.94  0.297
H178 25.15 6.20 23.24  0.717
C64 17.46 7.03 21.38  0.992
H179 19.03 -1.69 25.12  -0.656
H180 18.54 4.68 18.44  0.655
H181 11.11 -6.28 26.11  0.309
H182 14.71 1.68 20.77  -0.822
H183 11.18 4.03 29.66  0.254
H184 15.71 9.03 27.85  0.233
H185 22.53 0.91 21.60  0.286
H186 10.66 0.85 25.05  -0.301
H187 17.00 4.50 22.28  -0.686
C65 25.17 6.84 27.23  -0.407
C66 11.93 4.97 20.72  -1.420
H188 13.19 -3.30 26.26  0.357
H189 15.58 5.07 28.64  -0.630
H190 15.74 -3.32 24.64  0.407
H191 8.20 -3.50 27.72  0.405
O30 13.64 0.56 32.46  -0.440
H192 8.53 -4.95 28.63  0.471
H193 25.06 0.77 29.40  0.306
H194 9.79 -3.72 28.48  0.274
C67 22.25 1.07 26.31  0.439
H195 19.23 9.19 25.24  0.333
C68 18.54 3.03 25.33  -0.362
C69 12.85 0.85 19.99  -1.877
C70 22.17 1.87 22.04  -0.566

=====

no.,E_tot (a.u.)
1,-2822.263921
2,-328.224513
3,-676.432294
4,-5314.419235